Version A
This record from the Open Molecules 2025 dataset describes a 2-piece molecular cluster, C5H14N2O overall. The level of theory is ωB97M-V with the def2-TZVPD basis set.

Values from the calculation:
2S+1: 1
E_HOMO in eV: -7.66
Molecular weight in g/mol: 118.18
E_LUMO in eV: 0.858
Total charge: 0

Last column: Mulliken charge in e.
Cartesian coordinates (Å):
C -0.961 -0.039 -0.576  0.146
C -1.931 0.008 0.595  -1.208
C -0.975 -1.399 -1.260  -1.441
H -1.242 0.720 -1.328  0.368
H 0.103 1.055 -0.263  0.153
H -2.906 -0.429 0.342  0.422
H -1.532 -0.559 1.443  0.235
H -1.984 -1.667 -1.597  0.458
H -0.325 -1.433 -2.137  0.306
H -2.127 1.029 0.939  0.251
H -0.652 -2.185 -0.570  0.282
C 1.943 -0.648 -0.707  -1.465
N 1.016 1.431 0.406  -0.067
C 1.053 -0.184 0.410  0.930
N 0.679 2.015 1.660  -0.768
O 0.914 -0.726 1.484  -0.644
H 1.872 1.849 0.044  0.284
H 0.842 1.291 2.363  0.301
H -0.321 2.184 1.654  0.314
H 1.784 -0.088 -1.628  0.354
H 2.980 -0.521 -0.378  0.437
H 1.771 -1.705 -0.896  0.354

=====

Version B
This record from the Open Molecules 2025 dataset describes a 2-piece molecular cluster, C5H14N2O overall. The level of theory is ωB97M-V with the def2-TZVPD basis set.

Values from the calculation:
2S+1: 1
E_HOMO in eV: -7.74
Molecular weight in g/mol: 118.18
E_LUMO in eV: 0.851
Total charge: 0

Last column: Mulliken charge in e.
Cartesian coordinates (Å):
C 0.880 -1.951 -0.975  -1.446
C 0.277 -0.572 -1.089  -0.525
C 0.750 0.507 -0.319  0.931
C 2.007 0.451 0.516  -1.426
O 0.661 1.776 -0.903  -0.569
H 0.192 -2.701 -1.370  0.394
H 1.832 -2.038 -1.511  0.335
H 1.071 -2.238 0.059  0.337
H -0.082 -0.315 -2.083  0.408
H 2.890 0.605 -0.110  0.365
H 1.990 1.244 1.267  0.369
H 2.118 -0.509 1.025  0.296
H -0.218 2.011 -1.216  0.337
N -1.889 -0.723 0.451  -0.607
C -1.513 0.375 1.192  -0.221
N -2.141 1.601 0.808  -0.592
H -1.306 -0.668 -0.581  0.374
H -1.790 -1.592 0.964  0.267
H -1.496 0.250 2.280  0.391
H -0.279 0.517 0.810  0.020
H -1.544 2.405 0.952  0.279
H -2.413 1.565 -0.167  0.281

=====

Version C
This record from the Open Molecules 2025 dataset describes one molecule with the formula C5H14N2O. The level of theory is ωB97M-V with the def2-TZVPD basis set.

Values from the calculation:
2S+1: 1
E_HOMO in eV: -8.49
Molecular weight in g/mol: 118.18
E_LUMO in eV: 0.942
Total charge: 0

Last column: Mulliken charge in e.
Cartesian coordinates (Å):
C 2.223 0.874 -0.085  -0.932
N 1.467 -0.242 0.451  -0.462
C 0.222 -0.573 -0.228  0.925
C -0.393 -1.764 0.523  -1.748
O 0.542 -0.960 -1.550  -0.626
C -0.778 0.617 -0.391  0.057
C -1.197 1.234 0.940  -1.496
N -1.966 0.269 -1.147  -0.755
H 3.234 0.824 0.321  0.348
H 2.275 0.767 -1.167  0.344
H 1.801 1.860 0.150  0.254
H 1.300 -0.118 1.442  0.304
H 0.362 -2.541 0.628  0.461
H -1.230 -2.168 -0.040  0.356
H -0.730 -1.473 1.513  0.366
H 1.263 -1.598 -1.496  0.439
H -0.254 1.373 -0.988  0.538
H -1.837 2.089 0.740  0.389
H -1.761 0.522 1.539  0.317
H -0.335 1.571 1.511  0.325
H -1.688 -0.149 -2.028  0.336
H -2.520 -0.413 -0.638  0.260

=====

Version D
This record from the Open Molecules 2025 dataset describes a 2-piece molecular cluster, C5H14N2O overall. The level of theory is ωB97M-V with the def2-TZVPD basis set.

Values from the calculation:
2S+1: 1
E_HOMO in eV: -8.45
Molecular weight in g/mol: 118.18
E_LUMO in eV: 0.717
Total charge: 0

Last column: Mulliken charge in e.
Cartesian coordinates (Å):
C -0.961 -0.921 0.351  -1.155
C 0.284 -0.489 0.139  0.880
C 1.007 -0.747 -1.151  -0.685
C 0.604 0.315 -2.235  -0.719
N -0.782 0.689 -2.369  -0.633
N 0.967 0.286 1.108  -0.277
C 2.206 -0.384 1.605  -1.071
H -1.432 -1.702 -0.234  0.321
H -1.617 -0.526 1.094  -0.010
H 0.741 -1.735 -1.535  0.384
H 2.080 -0.815 -0.976  0.369
H 1.168 1.238 -2.086  0.327
H 1.018 -0.156 -3.128  0.346
H -1.307 -0.174 -2.522  0.292
H -1.196 0.953 -1.479  0.333
H 0.390 0.375 1.909  0.263
H 2.972 -0.073 0.896  0.355
H 2.025 -1.427 1.842  0.302
H 2.519 0.221 2.454  0.405
O -2.870 0.962 2.063  -0.620
H -2.910 1.842 2.471  0.311
H -1.908 0.917 1.982  0.282

=====

Most stable pick: version C. Distance to second place: 0.0621 hartree.